(1)
Entry from OMol25: a structure of composition C14H16NSSbSe4V (ωB97M-V/def2-TZVPD).

Structure (XYZ):
```
38
Properties=species:S:1:pos:R:3:forces:R:3:lowdin_spin:R:1
V 1.198491 -0.047359 0.209927 -0.14 -0.26 0.10 1.9976
C -1.713567 -1.204424 3.162815 -0.05 -0.01 0.00 0.0017
C -2.076751 -0.763577 1.772392 0.04 0.10 -0.02 0.0022
C -2.697150 0.461840 1.568754 0.01 -0.02 -0.04 0.0010
C -3.044212 0.891298 0.291879 -0.04 -0.03 0.00 0.0012
C -3.643523 2.257123 0.101076 -0.01 0.00 0.01 0.0009
C -2.785978 0.060804 -0.791517 -0.01 0.05 0.02 0.0003
C -2.158773 -1.169148 -0.624658 0.02 0.02 -0.02 0.0059
C -1.890277 -2.055033 -1.812982 -0.04 -0.02 0.02 0.0003
C -1.795179 -1.557926 0.660611 0.07 -0.11 0.03 0.0065
H -2.607915 -1.529812 3.701357 0.00 0.00 0.01 0.0000
H -1.261652 -0.381723 3.718860 -0.01 0.00 0.00 0.0010
H -1.003902 -2.031020 3.143299 0.00 0.00 0.00 0.0005
H -2.849612 1.121994 2.414831 -0.01 0.02 0.01 0.0000
H -4.662058 2.300301 0.494731 0.00 0.00 0.01 0.0001
H -3.674909 2.531709 -0.953764 0.00 -0.01 0.00 0.0000
H -3.048787 3.002418 0.631898 0.00 0.00 -0.01 0.0003
H -3.042277 0.394293 -1.792872 0.00 0.01 0.01 0.0000
H -2.825090 -2.454105 -2.215072 0.00 0.01 0.00 0.0001
H -1.250259 -2.894890 -1.544938 -0.02 0.01 0.00 0.0000
H -1.392548 -1.503798 -2.612581 0.00 0.00 0.01 0.0001
H -1.293207 -2.510136 0.807071 0.00 -0.01 -0.01 0.0008
S 1.540429 -2.121633 -0.954964 -0.20 -0.02 -0.08 -0.0087
C 2.872323 -1.141675 -1.518793 0.19 0.00 -0.01 0.0127
C 3.884810 -1.507531 -2.403298 0.08 0.16 -0.01 0.0004
C 4.869623 -0.574194 -2.682179 -0.07 -0.05 0.03 0.0058
C 4.845531 0.685967 -2.088467 0.03 0.02 -0.02 -0.0007
C 3.813367 0.986088 -1.221045 0.04 -0.08 -0.11 0.0037
N 2.865443 0.084670 -0.970172 0.12 0.08 0.17 -0.0070
H 3.890788 -2.494780 -2.841388 -0.01 -0.01 0.00 -0.0005
H 5.669706 -0.833098 -3.365321 0.00 0.01 0.01 0.0004
H 5.612752 1.419526 -2.288776 0.00 -0.01 0.00 -0.0002
H 3.722518 1.933803 -0.701985 -0.01 0.01 0.02 0.0002
Se 3.308468 3.507814 2.080464 0.02 -0.02 -0.01 0.0067
Sb 1.230080 2.327313 2.304223 -0.04 0.01 -0.04 0.0011
Se 1.698846 -0.199966 2.529967 0.08 0.08 -0.03 -0.0239
Se 0.209236 2.109438 -0.058874 -0.07 0.07 -0.03 -0.0099
Se -0.514771 2.899412 3.849477 0.03 0.00 -0.02 -0.0007
```
Forces are in eV/Å.

Properties
- frontier orbital gap (alpha / beta) (eV) = 6.4 / 6.8
- charge = -1
- relative energy (zero: lowest compared OMol25 entry of this formula, charge and spin) (eV) = 0.000
- spin multiplicity = 3
- LUMO level (alpha / beta) (hartree) = 0.0680 / 0.0816
- expectation value of S² = 2.04

(2)
Entry from OMol25: a cluster of 2 separate species, C14H16O in total at a distorted geometry (ωB97M-V/def2-TZVPD).

Structure (XYZ):
```
31
Properties=species:S:1:pos:R:3:forces:R:3:mulliken_charge:R:1
C -1.228402 2.539508 -2.641473 0.64 -0.45 -1.43 -1.4958
C -1.700082 1.852056 -1.396318 0.64 0.57 0.53 0.2940
C -2.085494 2.649570 -0.312507 0.26 -0.20 -0.27 -0.4667
C -2.122276 2.123998 0.969688 -0.45 0.01 0.03 -0.5158
C -2.012529 0.755284 1.153727 1.91 -0.33 0.09 0.0951
O -1.929912 0.193408 2.421248 -0.64 0.15 -0.19 -0.5044
C -1.530468 -0.038917 0.113424 -0.59 0.53 0.49 -0.3542
C -1.340797 0.533468 -1.131832 -0.92 -0.57 -0.26 -0.2179
H -1.830802 3.326317 -3.084677 -0.33 0.26 0.54 0.4176
H -1.052609 1.877365 -3.498289 -0.35 -0.44 0.28 0.3742
H -0.212380 2.921599 -2.503548 -0.15 0.34 0.35 0.2775
H -2.231002 3.711745 -0.482054 0.09 -0.03 0.14 0.3862
H -2.080883 2.768634 1.836744 -0.58 0.11 0.08 0.4029
H -2.696042 0.481956 2.928415 0.11 0.04 0.11 0.3567
H -1.236065 -1.045711 0.370503 -0.06 -0.15 -0.27 0.4732
H -1.026157 -0.126222 -1.927208 0.33 0.18 -0.19 0.4582
C 1.292283 -3.711285 1.025556 -0.84 -0.28 0.47 -1.6205
C 1.531993 -2.279963 0.643574 -0.11 -0.38 0.40 1.0175
C 1.990067 -1.399329 1.634344 0.07 -0.23 -0.94 -0.4137
C 2.492063 -0.179176 1.235409 -0.34 1.33 0.55 -0.5304
C 2.237620 0.334964 -0.036159 0.25 -0.55 -0.23 -0.4914
C 1.691393 -0.511212 -0.976436 0.06 -0.84 -0.49 -0.3370
C 1.404208 -1.843287 -0.659030 0.08 0.62 0.17 -0.5072
H 0.831404 -4.326898 0.253978 0.18 0.18 -0.29 0.3651
H 0.603596 -3.800583 1.879196 0.21 0.21 -0.05 0.3379
H 2.218522 -4.180507 1.335854 0.22 -0.14 -0.02 0.3818
H 1.916671 -1.701315 2.666072 0.52 -0.07 0.21 0.4040
H 3.023814 0.478644 1.923535 -0.36 -0.20 0.16 0.3321
H 2.478558 1.355611 -0.299896 0.21 -0.03 0.09 0.4249
H 1.566556 -0.249211 -2.017434 -0.10 0.49 0.03 0.3756
H 1.037161 -2.510497 -1.424393 0.03 -0.13 -0.09 0.2807
```
Forces are in eV/Å.

Properties
- frontier orbital gap (eV) = 9.3
- charge = 0
- relative energy (zero: lowest compared OMol25 entry of this formula, charge and spin) (eV) = 0.831
- spin multiplicity = 1
- SMILES = Cc1ccc(O)cc1.Cc1ccccc1
- LUMO level (hartree) = 0.0321

(3)
Entry from OMol25: a cluster of 2 separate species, C14H16O in total at a distorted geometry (ωB97M-V/def2-TZVPD).

Structure (XYZ):
```
31
Properties=species:S:1:pos:R:3:forces:R:3:mulliken_charge:R:1
C 0.088148 1.358911 2.662483 -0.54 1.13 0.00 -1.4615
C -0.564770 0.147555 2.067389 1.07 0.40 0.08 0.8325
C -1.332979 0.232397 0.924557 -2.21 -0.67 0.04 -0.4601
C -2.055382 -0.872099 0.414026 0.94 -0.50 1.07 -0.8759
C -1.450973 -2.067669 0.735813 1.21 -0.87 0.01 0.4324
O -1.507690 -3.246946 -0.034121 -1.41 0.52 0.66 -0.5127
C -0.514420 -2.168148 1.782657 0.15 -1.44 0.95 -0.2526
C -0.141013 -1.109997 2.596076 -1.51 0.86 -2.44 -0.8161
H -0.212096 2.328129 2.230903 0.39 -0.55 -0.84 0.3223
H 1.154641 1.169332 2.560633 0.17 0.68 0.47 0.3007
H -0.245221 1.624030 3.674419 0.47 -0.98 0.32 0.4104
H -1.592293 1.060355 0.283737 0.27 1.14 1.13 0.5215
H -3.063671 -0.752041 0.014575 0.73 -0.08 -0.99 0.4064
H -2.383061 -3.610160 0.152897 0.06 -0.38 -0.40 0.3311
H -0.219918 -3.226367 1.982517 0.06 1.06 -0.12 0.3237
H 0.520913 -1.117732 3.440706 0.06 -0.39 0.23 0.4733
C -0.257900 -0.786899 -2.831954 0.68 -3.01 -0.41 -1.3262
C 0.531896 0.283805 -2.164745 0.33 -0.83 0.71 1.1343
C 1.854220 -0.005962 -1.766494 -0.42 1.51 -0.10 -0.6990
C 2.571942 0.956514 -1.022593 0.46 -0.81 -0.06 -0.3306
C 2.010277 2.140308 -0.590812 -2.59 -0.20 -0.72 -0.8162
C 0.635557 2.338259 -0.955196 1.47 0.96 0.74 -0.0434
C -0.089060 1.436927 -1.676064 0.49 -0.23 -1.10 -0.7836
H -1.200311 -1.080993 -2.332166 0.38 0.54 -0.28 0.2119
H 0.374901 -1.716250 -2.784870 -0.49 0.48 0.72 0.3162
H -0.353258 -0.911831 -3.917212 -0.47 1.48 -0.10 0.3844
H 2.370835 -0.926677 -2.054510 -0.41 0.30 0.05 0.3222
H 3.594948 0.682631 -0.789791 0.05 0.25 0.18 0.3537
H 2.430926 2.904755 0.045918 0.58 -0.23 -0.14 0.4513
H 0.156845 3.272463 -0.685728 0.01 0.00 0.24 0.3768
H -1.112039 1.663389 -1.963059 0.05 -0.12 0.09 0.4729
```
Forces are in eV/Å.

Properties
- frontier orbital gap (eV) = 9.3
- charge = 0
- relative energy (zero: lowest compared OMol25 entry of this formula, charge and spin) (eV) = 2.309
- spin multiplicity = 1
- SMILES = Cc1ccc(O)cc1.Cc1ccccc1
- LUMO level (hartree) = 0.0321

Q: Number 2 is which compound?
A: C14H16O

Q: Which of these has the highest spin multiplicity?
A: C14H16NSSbSe4V